(1)
{
  "formula": "C15H22GdN8S7Sb",
  "method": "ωB97M-V/def2-TZVPD",
  "species": ["Gd", "C", "C", "N", "N", "C", "N", "S", "C", "C", "C", "C", "C", "N", "H", "H", "H", "H", "H", "H", "H", "H", "H", "H", "S", "Sb", "S", "S", "C", "C", "C", "N", "N", "C", "N", "S", "H", "H", "H", "H", "H", "H", "H", "S", "C", "N", "C", "C", "S", "H", "H", "H", "H", "H"],
  "positions_angstrom": [[0.930, -0.451, 0.351], [-1.099, 1.112, 4.628], [-0.561, 0.974, 3.239], [-0.442, -0.148, 2.637], [-0.773, -1.261, 3.369], [-0.824, -2.482, 2.777], [-0.832, -3.519, 3.622], [-0.959, -2.681, 1.125], [0.040, 2.152, 2.551], [-0.356, 3.451, 2.833], [0.340, 4.500, 2.248], [1.421, 4.213, 1.434], [1.729, 2.884, 1.186], [1.047, 1.871, 1.714], [-0.363, 0.729, 5.344], [-2.025, 0.549, 4.753], [-1.278, 2.145, 4.900], [-0.662, -1.201, 4.371], [-0.598, -3.421, 4.596], [-0.871, -4.444, 3.234], [-1.189, 3.650, 3.489], [0.051, 5.523, 2.444], [2.018, 4.996, 0.989], [2.550, 2.605, 0.535], [3.420, 0.134, -0.598], [4.000, -1.686, 0.860], [2.423, -1.261, 2.529], [2.330, -2.690, -0.640], [1.134, 2.258, -4.457], [1.342, 2.592, -2.986], [0.170, 2.218, -2.141], [0.255, 1.531, -1.056], [-0.944, 1.246, -0.453], [-1.949, 1.741, -1.122], [-3.234, 1.584, -0.724], [-1.474, 2.622, -2.528], [2.030, 2.500, -5.027], [0.308, 2.823, -4.892], [0.926, 1.196, -4.588], [1.549, 3.657, -2.852], [2.191, 2.043, -2.574], [-3.380, 0.830, -0.069], [-3.972, 1.722, -1.393], [-0.744, -1.259, -2.089], [-0.610, -2.806, -2.711], [-0.273, -3.898, -2.047], [0.005, -5.097, -2.825], [-0.748, -4.922, -4.147], [-0.905, -3.130, -4.391], [0.044, -3.804, -1.090], [-0.350, -5.974, -2.286], [1.082, -5.188, -2.983], [-1.733, -5.383, -4.111], [-0.186, -5.346, -4.975]],
  "multiplicity": 7,
  "homo_energy_ev": [-10.2121, -10.1506],
  "orbital_gap_ev": [7.35, 6.13],
  "e_lumo_ev": [-2.86, -4.02],
  "e_above_lowest_kcal_mol": 11.4,
  "energy_ha": -4815.9661,
  "charge": 1,
  "s2": 12.34
}

=====

(2)
{
  "formula": "C15H22IrN2O6Se",
  "method": "ωB97M-V/def2-TZVPD",
  "species": ["Ir", "O", "C", "O", "C", "O", "C", "C", "O", "O", "H", "H", "H", "H", "H", "C", "C", "C", "C", "C", "C", "Se", "C", "C", "C", "H", "H", "H", "H", "H", "H", "H", "H", "H", "H", "H", "C", "N", "C", "N", "O", "H", "H", "H", "H", "H", "H"],
  "positions_angstrom": [[-0.923, 0.055, -0.281], [3.141, -1.227, 0.708], [1.932, -1.036, 0.233], [1.057, -0.456, 0.848], [1.775, -1.657, -1.132], [0.474, -1.487, -1.641], [0.460, -0.878, -2.935], [0.759, 0.659, -2.843], [1.251, 1.211, -3.799], [0.395, 1.156, -1.712], [3.255, -0.814, 1.575], [1.998, -2.724, -1.039], [2.531, -1.210, -1.783], [-0.555, -0.985, -3.318], [1.170, -1.341, -3.618], [-7.235, 4.947, 0.165], [-5.926, 4.219, 0.074], [-5.429, 3.770, -1.147], [-4.191, 3.157, -1.250], [-3.662, 2.712, -2.588], [-3.431, 2.984, -0.088], [-1.607, 2.429, -0.287], [-3.915, 3.387, 1.160], [-3.124, 3.218, 2.431], [-5.159, 3.998, 1.213], [-7.720, 5.017, -0.806], [-7.070, 5.958, 0.541], [-7.914, 4.450, 0.859], [-6.017, 3.911, -2.047], [-4.392, 2.893, -3.374], [-3.420, 1.646, -2.579], [-2.750, 3.261, -2.841], [-2.238, 2.598, 2.291], [-3.741, 2.764, 3.207], [-2.796, 4.190, 2.802], [-5.536, 4.322, 2.177], [-3.824, -2.777, -1.291], [-3.898, -2.737, 0.162], [-2.929, -2.206, 0.922], [-3.107, -2.200, 2.257], [-1.874, -1.746, 0.424], [-4.814, -2.617, -1.711], [-3.433, -3.730, -1.648], [-3.164, -1.982, -1.625], [-4.628, -3.262, 0.611], [-3.962, -2.494, 2.695], [-2.355, -1.862, 2.830]],
  "multiplicity": 5,
  "homo_energy_ev": [-10.8075, -11.4057],
  "orbital_gap_ev": [8.20, 6.04],
  "e_lumo_ev": [-2.61, -5.37],
  "energy_ha": -3651.2108,
  "charge": 1,
  "s2": 6.01
}

=====

(3)
{
  "formula": "C15H22N2O3",
  "method": "ωB97M-V/def2-TZVPD",
  "species": ["C", "C", "C", "C", "C", "C", "C", "C", "C", "C", "C", "C", "C", "C", "C", "H", "H", "H", "H", "H", "H", "H", "H", "H", "H", "H", "H", "H", "H", "H", "H", "H", "H", "H", "H", "H", "H", "N", "N", "O", "O", "O"],
  "positions_angstrom": [[-0.992, 0.916, -0.360], [-0.029, 0.066, 0.396], [-2.428, 1.213, 0.518], [-3.532, 0.186, 0.603], [-3.104, -0.951, 1.290], [-4.778, 0.536, 0.168], [-4.103, -1.870, 1.549], [-5.809, -0.327, 0.538], [-5.496, -1.651, 0.983], [2.095, -1.178, -0.178], [2.409, -2.262, 0.968], [2.909, 0.063, 0.183], [3.314, 0.984, -0.936], [4.083, 2.203, -0.175], [4.385, 0.369, -1.905], [-1.005, 1.500, -2.306], [-2.137, 0.436, -1.973], [-0.599, 1.946, -0.248], [-2.605, 2.286, 0.164], [-1.833, 1.151, 1.483], [-2.101, -1.212, 1.566], [-5.011, 1.383, -0.429], [-3.875, -2.932, 1.779], [-6.815, -0.128, 0.016], [-6.157, -2.511, 1.305], [0.302, -0.719, -1.330], [2.638, -1.372, -1.157], [2.526, 0.694, 0.933], [3.821, -0.293, 0.716], [2.491, 1.373, -1.481], [4.644, 2.825, -0.880], [4.792, 1.847, 0.591], [3.306, 2.732, 0.420], [4.827, 1.096, -2.577], [5.194, -0.023, -1.284], [3.913, -0.461, -2.446], [0.450, -2.478, 1.137], [-1.171, 0.649, -1.802], [0.616, -0.946, -0.396], [0.113, 0.165, 1.626], [3.411, -2.360, 1.541], [1.346, -2.945, 1.391]],
  "multiplicity": 1,
  "homo_energy_ev": -8.9592,
  "orbital_gap_ev": 9.33,
  "e_lumo_ev": 0.38,
  "e_above_lowest_kcal_mol": 96.0,
  "energy_ha": -919.9257
}

=====

(4)
{
  "formula": "C15H22N2O5S",
  "method": "ωB97M-V/def2-TZVPD",
  "species": ["C", "H", "C", "C", "C", "H", "H", "C", "N", "S", "O", "O", "C", "C", "O", "C", "H", "H", "H", "H", "H", "H", "C", "C", "C", "C", "C", "C", "C", "H", "H", "H", "N", "O", "O", "H", "H", "H", "H", "H", "H", "H", "H", "H", "H"],
  "positions_angstrom": [[-1.942, -2.390, 0.226], [-1.428, -3.003, 0.963], [-1.427, -2.691, -1.175], [0.087, -2.516, -1.325], [0.559, -1.061, -1.199], [-0.270, -0.394, -1.442], [1.356, -0.857, -1.916], [1.092, -0.669, 0.187], [1.221, 0.774, 0.275], [2.559, 1.548, -0.285], [3.102, 0.815, -1.389], [2.200, 2.922, -0.495], [3.741, 1.500, 1.101], [4.180, 0.063, 1.331], [3.108, -0.806, 1.601], [2.442, -1.352, 0.478], [3.077, -1.294, -0.410], [2.262, -2.405, 0.718], [4.828, 0.009, 2.212], [4.741, -0.280, 0.453], [4.575, 2.141, 0.832], [3.211, 1.907, 1.957], [0.284, 1.525, 1.075], [-1.048, 1.629, 0.377], [-2.210, 1.143, 0.948], [-3.404, 1.214, 0.237], [-3.454, 1.766, -1.036], [-2.290, 2.260, -1.597], [-1.097, 2.191, -0.898], [-0.180, 2.570, -1.325], [-2.313, 2.697, -2.583], [-4.397, 1.799, -1.560], [-4.607, 0.688, 0.833], [-4.518, 0.190, 1.935], [-5.635, 0.772, 0.196], [-2.217, 0.712, 1.939], [0.708, 2.526, 1.183], [0.170, 1.069, 2.066], [0.385, -0.970, 0.966], [0.592, -3.142, -0.589], [0.367, -2.888, -2.313], [-1.935, -2.045, -1.894], [-1.679, -3.724, -1.427], [-1.792, -1.343, 0.475], [-3.006, -2.603, 0.292]],
  "multiplicity": 1,
  "homo_energy_ev": -9.7006,
  "orbital_gap_ev": 9.12,
  "e_lumo_ev": -0.58,
  "e_above_lowest_kcal_mol": 94.5,
  "energy_ha": -1468.5677
}